Formula: C17H23BO10S
Source: the OMol25 dataset
Level of theory: the ωB97M-V functional and the def2-TZVPD basis

The geometry in XYZ format:
```
52
C17H23BO10S the ωB97M-V functional and the def2-TZVPD basis
C -3.27058 -0.69672 2.13513
S -2.21815 0.73854 2.10368
O -2.25534 1.30172 3.44143
O -2.62484 1.59029 0.99429
B -0.43293 0.19528 1.70272
C -0.03247 -0.37518 0.31357
C -1.11190 -0.70618 -0.71772
O -0.80995 -1.92670 -1.41989
C 0.20605 -1.78379 -2.31558
O 1.22614 -2.40482 -2.25243
C 0.57420 0.37312 2.86883
C 0.41024 -0.95212 3.60422
C 1.12674 -2.07767 3.19050
C 0.96210 -3.29752 3.83250
C 0.06916 -3.41185 4.89161
C -0.64834 -2.29809 5.31086
C -0.48519 -1.07556 4.67108
H -2.68887 -1.58075 2.39779
H -3.72719 -0.82065 1.15385
H -4.03631 -0.48823 2.88060
H 0.72035 0.30329 -0.10761
H 0.51783 -1.30161 0.53135
H -2.08113 -0.88583 -0.26480
H -1.21775 0.10879 -1.44108
H -0.02860 -1.07813 -3.13119
H 0.31833 1.20890 3.52051
H 1.59616 0.49911 2.50758
H 1.82609 -1.98870 2.36646
H 1.53724 -4.15260 3.50017
H -0.06001 -4.36697 5.38497
H -1.34508 -2.36694 6.13738
H -1.05389 -0.21174 4.99258
O 2.14089 4.88104 1.25708
C 1.10825 4.72541 0.69335
O 0.02647 5.52637 0.82478
C -0.94259 5.15685 -0.16328
C -0.55987 3.72085 -0.46294
O 0.84633 3.71719 -0.17085
H -1.94434 5.26403 0.24268
H -0.82444 5.81179 -1.02837
H -1.06004 3.01310 0.19531
H -0.72370 3.43004 -1.49749
O 0.26857 0.42542 -5.08596
C 1.07912 -0.25970 -5.62218
O 0.88347 -1.55411 -5.95680
C 1.98973 -1.99207 -6.75287
C 3.08014 -1.01894 -6.34243
O 2.32368 0.13640 -5.96093
H 2.21758 -3.02943 -6.52622
H 1.72032 -1.89640 -7.80579
H 3.64312 -1.36710 -5.47557
H 3.76520 -0.76143 -7.14493
```

* total energy: -49988.0556 eV
* energy relative to the best compared isomer or geometry (same formula, charge and spin): 0.00 kcal/mol
* SMILES: CS(=O)(=O)B(CCOC=O)Cc1ccccc1.O=C1OCCO1.O=C1OCCO1

The net atomic charges from Mulliken, expressed in e, are: -1.203 1.389 -0.747 -0.743 -0.222 -0.394 -0.375 -0.406 0.332 -0.499 -0.911 0.423 -0.204 -0.785 -0.409 -0.668 -0.214 0.312 0.436 0.444 0.418 0.344 0.009 0.376 0.268 0.461 0.463 0.413 0.387 0.397 0.403 0.437 -0.545 0.666 -0.345 -0.388 0.266 -0.330 0.310 0.266 -0.173 0.323 -0.552 0.701 -0.317 -0.288 -0.300 -0.326 0.286 0.266 0.262 0.284



Formula: C17H23Cl2N2O8Sn
Source: the OMol25 dataset
Level of theory: the ωB97M-V functional and the def2-TZVPD basis

The geometry in XYZ format:
```
53
C17H23Cl2N2O8Sn the ωB97M-V functional and the def2-TZVPD basis
Sn -0.31304 0.43370 0.04799
O 3.09826 -1.13592 1.90383
C 1.90376 -0.85931 1.95070
O 1.38606 0.24939 1.54871
C 0.94562 -1.89396 2.56118
C -0.27288 -1.26130 3.24612
C -0.94834 -2.28979 4.16597
C -1.66680 -3.19636 3.13280
C -1.24231 -2.53355 1.81634
O -1.22087 -1.14663 2.17435
C 0.24161 -2.84945 1.53931
C 0.60053 -2.68315 0.06350
O 1.15049 -3.60007 -0.52036
O 0.23600 -1.57690 -0.52230
H 1.54416 -2.47835 3.25880
H -0.09359 -0.27992 3.67622
H -0.22256 -2.82619 4.77757
H -1.66180 -1.80211 4.82995
H -1.36233 -4.24141 3.18613
H -2.74925 -3.14594 3.24843
H -1.91278 -2.67303 0.97147
H 0.46186 -3.88758 1.78006
C -2.88973 -1.57583 -3.53642
C -2.85027 -0.51131 -2.44928
C -4.25022 -0.04365 -2.07991
O -2.30026 -1.06911 -1.25220
C -2.04556 0.72946 -2.94708
O -2.31714 1.13833 -4.08126
O -1.19863 1.22945 -2.14422
H -3.52406 -2.40793 -3.22207
H -1.88392 -1.95904 -3.73013
H -3.26874 -1.14569 -4.46094
H -4.86430 -0.89792 -1.78627
H -4.70645 0.46197 -2.93014
H -4.19534 0.65212 -1.24127
H -1.51192 -1.59071 -1.46702
C 3.15765 1.34546 -4.48409
N 2.80126 1.10870 -3.10072
C 3.66721 0.90547 -2.04609
C 2.89314 0.70595 -0.94590
N 1.57258 0.78450 -1.32311
C 1.54983 1.02686 -2.61580
H 4.22923 1.51977 -4.54512
H 2.63600 2.22268 -4.86280
H 2.90488 0.48445 -5.10181
H 4.73450 0.91366 -2.18123
H 3.16395 0.47698 0.07208
H 0.64858 1.17923 -3.19015
Cl -1.60246 5.09650 4.08875
C -0.19880 4.89037 3.01634
Cl -0.29146 3.42550 2.04702
H 0.68357 4.84130 3.64269
H -0.16652 5.74798 2.35552
```

* net charge: -1
* total energy: -68243.8823 eV
* energy relative to the best compared isomer or geometry (same formula, charge and spin): 17.44 kcal/mol

The net atomic charges from Mulliken, expressed in e, are: 1.134 -0.751 -0.075 -0.736 0.104 0.036 -0.990 -0.973 -0.048 -0.481 0.294 -0.332 -0.767 -0.471 0.483 0.642 0.357 0.345 0.377 0.331 0.596 0.514 -1.784 1.827 -1.925 -0.358 0.123 -0.774 -0.521 0.381 0.435 0.416 0.440 0.402 0.351 0.257 -0.888 0.192 -0.492 -0.734 0.353 -0.447 0.307 0.329 0.310 0.399 0.450 0.456 -0.190 -0.362 -0.083 0.265 0.275



Formula: C17H23Cl3O2Tc
Source: the OMol25 dataset
Level of theory: the ωB97M-V functional and the def2-TZVPD basis

The geometry in XYZ format:
```
46
C17H23Cl3O2Tc the ωB97M-V functional and the def2-TZVPD basis
C -0.71310 0.77468 -2.06624
C -1.54945 -0.35536 -1.84223
C -0.71933 -1.47550 -1.54986
C -3.02618 -0.38580 -1.99161
C 0.65498 -1.06081 -1.67538
C 0.65961 0.34820 -1.97759
C 1.85016 1.12734 -2.40455
C -1.18400 2.09453 -2.54693
C -1.17975 -2.88900 -1.45135
C 1.81551 -1.98804 -1.82607
Tc 0.03069 0.07634 0.08641
Cl -2.19285 0.42968 0.98711
Cl 0.14388 2.30900 0.56568
O 1.86166 0.06904 0.70301
H -3.47278 0.57801 -1.71929
H -3.47714 -1.15628 -1.35468
H -3.29664 -0.60597 -3.03559
H -2.01938 -2.98951 -0.75304
H -0.36362 -3.54362 -1.12511
H -1.52420 -3.24443 -2.43584
H 1.71870 -2.84269 -1.14884
H 2.75102 -1.45999 -1.61770
H 1.87649 -2.38053 -2.85254
H 2.75226 0.71539 -1.94393
H 1.76692 2.17677 -2.10800
H 1.96449 1.06505 -3.49502
H -2.01928 2.45030 -1.93578
H -1.52874 2.02279 -3.58907
H -0.37916 2.83027 -2.48911
H 2.38257 -0.76279 0.68484
O 2.84580 3.97130 -0.32204
H 3.72698 4.13748 0.09556
Cl -2.68145 -2.81345 2.83780
C -1.49252 -1.78329 3.54425
C -1.65348 -1.41577 4.87599
C -0.70106 -0.61323 5.50685
C 0.41008 -0.18307 4.78917
C 0.56448 -0.51948 3.44959
C -0.38023 -1.32631 2.78634
C -0.20050 -1.68413 1.35687
H -2.53038 -1.75410 5.42033
H -0.83631 -0.32560 6.54633
H 1.16736 0.43282 5.27733
H 1.42904 -0.13767 2.90602
H 0.72284 -2.27203 1.24514
H -1.02288 -2.30866 0.99496
```

* net charge: -2
* multiplicity: 4
* total energy: -61862.2998 eV
* <S²>: 3.782

The net atomic charges from Mulliken, expressed in e, are: 1.223 0.659 0.733 -1.687 0.642 1.050 -1.876 -2.054 -1.755 -1.914 -0.001 -0.449 -0.331 -0.687 0.357 0.314 0.351 0.379 0.346 0.365 0.456 0.387 0.266 0.301 0.347 0.233 0.410 0.317 0.386 0.233 -1.081 0.079 -0.296 0.695 -0.565 -0.364 -0.774 -0.498 0.602 -0.866 0.362 0.324 0.338 0.447 0.499 0.098



Formula: C17H23ClN2O3S
Source: the OMol25 dataset
Level of theory: the ωB97M-V functional and the def2-TZVPD basis

The geometry in XYZ format:
```
47
C17H23ClN2O3S the ωB97M-V functional and the def2-TZVPD basis
O -0.39062 -2.35167 -2.08728
C -0.38235 -1.18680 -1.73742
N -1.43721 -0.54625 -1.22035
C -2.67703 -1.22569 -0.88865
C -3.85065 -0.57307 -1.62622
C -4.15779 0.81860 -1.08017
C -4.45020 0.74731 0.41475
C -3.25666 0.15643 1.15838
C -2.91461 -1.23275 0.62435
C 0.87590 -0.29844 -1.88564
C 1.90300 -0.97061 -2.81237
C 3.07934 -1.36330 -1.90509
C 2.47722 -1.30748 -0.50315
N 1.57760 -0.17615 -0.60979
S 0.79474 0.30767 0.76493
O -0.09276 1.37673 0.38733
O 0.24870 -0.78547 1.51741
C 2.17637 0.99805 1.66696
C 2.60867 0.40284 2.83641
C 3.69063 0.93673 3.51544
C 4.32028 2.06390 3.00432
Cl 5.66820 2.73262 3.84193
C 3.88194 2.66398 1.83004
C 2.80015 2.12217 1.15935
H -1.30918 0.37884 -0.83456
H -2.55007 -2.25431 -1.24486
H -3.61901 -0.51840 -2.69179
H -4.72932 -1.20977 -1.50448
H -3.30653 1.48056 -1.25104
H -5.01631 1.23659 -1.61106
H -4.67160 1.74507 0.79911
H -5.33015 0.12052 0.58127
H -3.48100 0.08339 2.22450
H -2.39194 0.81398 1.05285
H -2.01671 -1.60105 1.12310
H -3.73660 -1.91939 0.83886
H 0.57900 0.70278 -2.20937
H 1.43889 -1.85954 -3.24137
H 2.21485 -0.30761 -3.61608
H 3.88333 -0.63139 -1.98417
H 3.47321 -2.34860 -2.14129
H 1.92634 -2.22665 -0.26969
H 3.20929 -1.11636 0.28255
H 2.08743 -0.46911 3.19891
H 4.04411 0.48828 4.43035
H 4.38361 3.54132 1.45356
H 2.42551 2.56151 0.24922
```

* total energy: -50483.6058 eV
* energy relative to the best compared isomer or geometry (same formula, charge and spin): 0.00 kcal/mol
* SMILES: O=C(NC1CCCCC1)[C@@H]1CCCN1S(=O)(=O)c1ccc(Cl)cc1

The net atomic charges from Mulliken, expressed in e, are: -0.710 0.242 0.128 -0.402 -1.007 -0.548 -0.844 -0.215 -0.945 -0.103 -0.803 -0.725 -0.574 0.117 1.964 -0.865 -0.800 -0.636 0.074 -0.818 0.431 -0.200 -0.829 -0.405 0.379 0.498 0.373 0.413 0.265 0.341 0.379 0.327 0.361 0.049 0.272 0.498 0.495 0.351 0.320 0.295 0.352 0.302 0.433 0.484 0.426 0.415 0.445